{"formula": "C32H35BF21O22", "method": "wB97M-V/def2-TZVPD", "total_energy_ev": -136548.178, "orbital_gap_ev": 9.65, "charge": -1, "e_lumo_ev": 2.08, "largest_force_ev_per_a": 6.61, "e_homo_ha": -0.2784, "symbols": ["F", "C", "H", "H", "F", "C", "F", "F", "H", "C", "H", "C", "C", "O", "O", "C", "F", "C", "O", "F", "C", "C", "C", "H", "C", "O", "C", "O", "O", "H", "H", "O", "C", "O", "C", "F", "F", "C", "C", "F", "C", "H", "C", "C", "C", "F", "O", "F", "C", "F", "H", "H", "F", "C", "C", "H", "O", "O", "H", "H", "F", "H", "H", "C", "H", "F", "H", "H", "H", "O", "H", "O", "F", "H", "H", "F", "C", "C", "O", "O", "F", "H", "C", "H", "C", "H", "C", "H", "H", "H", "O", "B", "C", "F", "O", "H", "O", "F", "O", "F", "H", "O", "O", "C", "H", "H", "O", "C", "H", "H", "H"], "xyz": [[-0.147, 3.490, -0.301], [-0.013, 1.616, 6.589], [1.051, -4.841, 3.282], [-1.380, 0.987, 1.679], [1.407, 2.678, 0.946], [-1.782, 5.452, 1.765], [4.629, -5.316, 7.126], [4.277, -6.701, 5.673], [3.617, 4.786, 3.226], [1.395, 1.952, 6.039], [-2.960, -2.894, -4.141], [-1.246, 1.099, 2.755], [1.789, -1.124, 3.648], [2.156, -3.549, -6.115], [2.416, 1.749, -1.317], [3.505, -0.332, -2.100], [-7.075, -1.781, -4.146], [3.104, -0.638, 3.019], [2.894, -0.568, 1.705], [-2.369, 6.197, 2.697], [-2.471, 3.267, -7.374], [-3.451, 2.078, -3.830], [2.249, -0.800, -5.469], [2.879, 0.076, -5.312], [3.158, 1.196, -2.318], [-3.224, 4.489, -5.317], [-3.557, -1.884, -2.348], [2.785, -3.715, 5.960], [0.659, -0.275, 0.658], [-0.206, 1.381, 2.923], [0.227, 0.073, -5.716], [0.886, -3.076, -1.500], [0.319, -0.918, -0.489], [0.972, -1.491, 2.737], [-5.899, -1.410, -2.101], [-3.512, 3.475, -8.202], [-0.869, 2.628, 6.494], [-2.210, 2.087, 3.281], [2.728, 3.296, 4.601], [4.040, -3.662, -3.138], [-2.599, -2.053, -3.549], [-3.298, -1.009, -1.751], [0.671, -5.015, 4.288], [-0.525, -6.009, 4.169], [2.663, -4.958, 5.758], [2.294, -4.831, -3.454], [1.532, -1.269, 4.812], [-8.259, -1.698, -2.229], [1.032, -2.289, -0.560], [-0.510, 0.599, 5.849], [-4.316, 2.739, -3.770], [-3.382, -2.656, -1.599], [1.734, 4.615, 0.077], [2.644, 4.483, 3.614], [-2.332, 2.226, -2.798], [-1.521, 0.145, 3.203], [-0.470, -0.498, -1.295], [4.052, -0.296, 3.706], [4.121, 1.687, -2.462], [3.125, 2.380, 4.165], [-2.054, 5.929, 0.546], [-1.902, 3.227, -2.825], [2.200, 5.344, 4.113], [-7.177, -1.196, -2.901], [2.606, -0.908, -2.320], [-1.561, 4.250, -7.621], [-1.599, -2.301, -3.193], [-2.659, 1.990, -1.785], [-2.005, 1.961, 4.345], [-2.929, 2.195, -5.226], [-3.237, 1.879, 2.983], [-5.839, -1.116, -0.896], [-1.885, 2.117, -7.674], [3.860, -0.489, -1.081], [-2.440, -1.248, -4.267], [4.017, -5.084, -4.776], [3.588, -5.912, 6.532], [1.169, 3.412, -0.138], [-4.857, -1.793, -2.903], [1.451, 2.976, 5.142], [0.179, 1.282, 7.902], [-0.278, -6.762, 3.420], [3.303, -4.209, -4.090], [0.868, 0.375, -4.182], [0.813, -0.411, -4.935], [3.450, 3.540, 5.381], [2.691, -3.186, -5.098], [-0.742, -6.506, 5.114], [1.867, 4.325, 2.866], [0.196, -1.258, -4.634], [1.606, 3.340, -2.567], [1.553, -1.191, 1.414], [-2.901, 3.412, -5.846], [-7.443, 0.094, -3.002], [1.688, -5.657, 5.082], [-3.700, 1.017, -3.796], [1.648, -2.435, 0.639], [2.972, -6.739, 7.349], [-1.818, 3.411, 2.991], [-0.406, 5.420, 1.948], [-1.561, 1.510, -3.084], [2.902, -1.876, -4.786], [2.379, 1.371, 6.519], [1.736, 2.856, -1.413], [0.463, -4.045, 4.739], [2.310, -0.952, -6.547], [-3.087, 3.439, 1.022], [-2.291, 3.975, 1.835], [4.288, -0.571, -2.820], [-1.490, -5.516, 4.043], [2.636, 1.343, -3.264]], "mulliken_charge": [-0.2329, 0.8310, 0.1134, 0.2605, -0.1518, 0.8725, -0.2390, -0.2915, 0.4102, 0.4098, 0.4730, -0.3090, 0.7743, -0.5476, -0.1173, -0.5180, -0.2363, 0.2574, -0.6231, -0.2560, 0.8160, -0.2840, -0.8078, 0.4037, -0.5185, -0.5615, -0.3083, -0.4733, 0.3022, -0.1867, 0.3892, -0.7003, 0.5221, -1.0908, 0.3159, -0.2503, -0.2463, -0.6829, 0.0312, -0.2184, -0.7628, 0.1570, 0.2053, -1.2778, 0.3815, -0.2491, -0.6495, -0.2520, 0.1822, -0.1776, 0.4307, 0.5887, -0.2899, -0.9970, -0.5981, 0.3938, -0.3680, -0.6477, 0.2507, 0.0556, -0.2494, 0.4412, 0.3708, 0.8916, -0.3472, -0.2681, -0.0266, 0.3595, 0.3335, -0.3255, 0.3438, -0.5445, -0.2114, 0.3419, 0.2114, -0.2581, 0.8573, 1.3119, -0.2073, -0.2087, -0.2606, 0.3284, 0.9223, -0.1579, -0.1133, 0.3946, 0.3730, 0.3548, -0.0421, 0.0619, -0.6853, 1.5923, 0.4447, -0.2346, -0.2715, 0.0030, -0.5878, -0.2409, -0.1847, -0.1618, -0.0086, -0.2235, -0.5330, 0.0039, 0.2024, 0.4468, -0.6401, 0.4374, 0.5715, 0.3719, 0.3137]}

---

{"formula": "C32H35CdN2P", "method": "wB97M-V/def2-TZVPD", "total_energy_ev": -50577.083, "orbital_gap_ev": [5.09, 5.75], "charge": 0, "e_lumo_ev": [-0.04, -0.23], "largest_force_ev_per_a": 3.01, "e_homo_ha": [-0.1882, -0.2198], "e_above_lowest_kj_mol": 354.8, "symbols": ["N", "C", "C", "C", "H", "H", "C", "H", "H", "H", "C", "C", "H", "H", "H", "C", "C", "H", "C", "P", "C", "H", "Cd", "H", "H", "H", "H", "C", "C", "C", "H", "C", "H", "C", "H", "C", "C", "H", "H", "C", "C", "H", "C", "C", "C", "H", "H", "H", "C", "C", "C", "H", "C", "H", "C", "H", "H", "H", "C", "H", "C", "H", "C", "H", "H", "H", "H", "H", "C", "C", "N"], "xyz": [[1.876, 0.108, -0.020], [-0.175, -2.423, 1.988], [2.422, 1.198, 4.842], [1.520, 0.779, 3.849], [4.214, 2.296, 5.323], [3.409, -3.746, 2.798], [0.037, -3.768, 2.277], [0.657, 2.064, -5.281], [-1.572, 1.527, -4.735], [-2.821, -1.243, -4.293], [1.549, -2.148, -1.753], [2.385, -3.404, 2.590], [1.637, 2.774, 0.458], [-0.471, -3.189, -3.004], [2.620, -1.959, -1.595], [1.311, -4.264, 2.595], [-4.261, -0.244, 3.534], [-0.806, -4.463, 2.237], [-4.551, -1.395, 2.714], [0.783, 0.166, 1.323], [2.955, 1.820, 2.188], [-1.186, -2.007, 1.791], [-1.789, 0.596, 0.350], [-0.943, -2.625, -1.391], [-4.402, -1.762, 0.539], [-2.090, -2.412, -2.725], [-4.787, -2.372, 3.074], [-4.338, -1.062, 1.370], [-1.320, -0.084, -3.363], [0.579, 1.808, -1.143], [2.146, 3.300, -1.121], [-1.035, -2.361, -2.465], [2.395, -0.771, -0.045], [1.816, 1.070, 2.525], [-4.284, 0.995, 0.510], [-2.756, -0.428, -3.551], [0.942, -1.533, 1.984], [2.889, -0.144, -2.419], [3.046, -1.388, 2.283], [1.862, 0.176, -2.599], [-1.610, 3.683, -3.101], [-3.156, -0.773, -2.592], [2.210, -2.056, 2.302], [0.515, 1.443, -4.386], [-3.870, 0.325, 1.287], [4.642, 2.942, 2.959], [-1.009, 4.288, -3.774], [1.156, -2.630, -0.845], [0.860, -0.849, -2.150], [3.520, 1.981, 4.542], [1.651, 1.068, -3.740], [2.207, 0.919, 5.867], [1.236, 0.458, -1.241], [-1.669, 4.192, -2.139], [-1.021, 2.346, -2.791], [-3.345, 0.426, -3.918], [3.193, 1.956, 1.161], [1.367, -5.263, 2.941], [1.255, 2.938, -0.555], [-4.528, -0.162, 4.580], [-0.880, 1.266, -3.916], [1.495, -2.887, -2.560], [-0.498, -0.995, -2.704], [-3.574, 1.795, 2.963], [0.546, 3.799, -0.530], [2.585, 1.434, -4.145], [0.639, 0.178, 4.098], [-2.603, 3.558, -3.571], [3.773, 2.317, 3.210], [-3.850, 0.800, 2.668], [-0.701, 2.022, -1.557]], "mulliken_charge": [-0.0607, -0.5035, -0.5277, -0.6370, 0.3699, 0.3760, -0.4467, 0.3061, 0.7802, 0.4261, -2.6392, -0.6821, 0.3400, 0.2341, 0.6079, -0.6210, -0.5044, 0.4128, -0.5781, 0.8500, -0.2735, 0.1248, 0.4420, 0.2036, 0.4346, 0.5045, 0.4347, -0.4587, 0.5400, -0.4319, 0.1743, -1.5862, 0.5497, 0.5942, 0.5733, -2.4287, 0.7882, 0.5661, 0.5179, -0.8235, -1.5487, 0.3372, -0.3796, -0.8934, -0.5147, 0.3520, 0.2806, 0.3251, 1.6331, -0.5683, -1.2450, 0.3983, 0.9547, 0.4166, -0.2874, 0.3850, 0.4741, 0.4323, -1.7409, 0.4771, 0.4586, 0.5110, 1.3028, 0.4250, 0.4317, 0.3986, 0.4123, 0.3547, -0.7386, -0.7765, -0.0154]}

---

{"formula": "C32H35GeN3NbO2S", "method": "wB97M-V/def2-TZVPD", "total_energy_ev": -111174.080, "orbital_gap_ev": [4.79, 4.28], "s_squared": 0.77, "charge": 4, "e_lumo_ev": [-14.03, -14.53], "largest_force_ev_per_a": 3.30, "e_homo_ha": [-0.6917, -0.6913], "multiplicity": 2, "symbols": ["C", "H", "H", "C", "C", "H", "C", "O", "N", "C", "N", "O", "H", "H", "H", "C", "C", "H", "C", "H", "C", "C", "C", "H", "H", "C", "C", "N", "H", "C", "C", "H", "H", "C", "C", "Nb", "H", "Ge", "H", "H", "H", "H", "C", "C", "C", "C", "H", "H", "C", "H", "C", "C", "H", "C", "C", "H", "H", "H", "H", "C", "H", "H", "H", "H", "S", "H", "H", "C", "C", "C", "H", "C", "H", "H", "C"], "xyz": [[-2.298, 0.319, -3.428], [-4.682, 0.072, -1.020], [-2.199, -5.003, 0.554], [1.341, 2.297, -1.439], [1.464, -0.213, 4.726], [1.115, -4.628, 0.289], [2.396, -2.933, 0.111], [1.809, -0.728, 1.033], [2.343, 2.102, 4.640], [2.033, 1.132, -1.784], [-1.961, -3.033, 0.969], [0.510, 1.659, 3.289], [-3.255, -4.332, 3.439], [3.305, 4.461, -3.053], [-2.926, 1.458, 0.233], [-1.597, 1.433, -1.451], [2.772, 3.545, -2.828], [0.493, -0.715, 4.640], [-3.777, 0.426, -1.479], [0.981, 4.248, 1.311], [1.427, 1.213, 4.197], [-2.021, 5.879, -0.567], [-0.710, 3.975, 0.012], [-3.863, -3.813, 1.220], [2.172, -0.807, 4.107], [0.179, 4.724, 0.733], [1.714, 3.549, -1.952], [0.169, -2.189, 0.565], [3.424, 0.231, -3.171], [-1.322, 1.017, -2.749], [3.184, 2.401, -3.439], [3.043, 1.786, 5.316], [-3.702, -2.105, 1.608], [1.946, -4.203, -0.245], [2.905, 1.135, -2.828], [0.506, 0.472, 1.614], [0.593, 6.742, 1.382], [-0.145, 2.090, -0.279], [3.970, -1.415, 0.035], [2.247, 3.119, 4.459], [-2.924, 6.286, -1.001], [-0.395, 1.243, -3.254], [3.623, -2.419, -0.338], [1.443, -2.002, 0.734], [-2.820, 1.144, -0.799], [-1.017, 6.670, -0.017], [5.340, -2.746, -1.620], [-3.475, -4.338, -1.244], [3.890, -4.388, -1.646], [-2.133, -3.053, 3.591], [-1.827, 4.519, -0.617], [-3.523, 0.033, -2.773], [-2.565, 3.880, -1.114], [-1.750, -4.140, 0.019], [0.009, 6.070, 0.727], [1.129, 4.439, -1.752], [-0.703, -4.312, -0.148], [-3.770, -2.648, 3.753], [-0.989, 7.759, -0.147], [4.372, -3.154, -1.238], [-1.912, -4.479, -2.071], [1.760, 0.186, -1.289], [-2.090, -0.088, -4.451], [3.856, 2.449, -4.297], [-1.643, -0.472, 1.896], [4.483, -5.039, -2.273], [-2.569, -2.882, -1.593], [-3.240, -3.083, 1.697], [-2.449, -3.956, -1.305], [-3.102, -3.298, 3.192], [-4.264, -0.543, -3.317], [-1.040, -2.064, 1.082], [2.275, -5.805, -1.663], [1.801, -0.291, 5.768], [2.633, -4.846, -1.263]], "mulliken_charge": [-0.6936, 0.5344, 0.6320, 0.5664, -1.1196, 0.8692, 0.6554, -0.6365, -0.2936, -0.0127, 0.3362, -0.7400, 0.3621, 0.4388, 0.8366, 0.1139, -0.6297, 0.3116, -1.0185, 0.2570, 0.8262, -0.5757, 0.0026, 0.6677, 0.3788, -0.2743, -0.5218, -0.4412, 0.4762, -0.4030, -0.7849, 0.2656, 0.3067, -0.2656, -0.6067, 0.1734, 0.4291, 2.0358, 0.3671, 0.2970, 0.4799, 0.4194, -0.1668, 0.4405, -0.3009, -0.5757, 0.4210, 0.3798, -0.3122, 0.2842, -0.0578, -0.5791, 0.4008, -0.0141, -0.3255, 0.4083, -0.6464, 0.3815, 0.5013, -0.8118, 0.4398, 0.3399, 0.4128, 0.4342, -0.0796, 0.4615, 0.1639, -0.8226, -1.0133, -1.0902, 0.4747, 0.9315, 0.4095, 0.4477, -0.9585]}